{
  "formula": "C6H10O2",
  "method": "ωB97M-V with the def2-TZVPD basis set",
  "symbols": ["C", "C", "C", "C", "O", "H", "H", "H", "H", "H", "H", "C", "C", "O", "H", "H", "H", "H"],
  "xyz": [[-1.103, 1.840, -0.613], [-1.025, 0.498, -0.557], [-2.133, -0.363, -0.033], [-0.014, -0.156, -1.485], [0.049, -1.370, -1.631], [-1.947, 2.366, -0.177], [-0.330, 2.450, -1.070], [-2.088, -1.394, -0.396], [-2.100, -0.389, 1.061], [-3.110, 0.021, -0.346], [0.662, 0.537, -2.013], [2.012, -1.216, 1.081], [1.719, 0.250, 0.982], [2.274, 1.032, 0.218], [2.500, -1.422, 2.036], [1.075, -1.775, 1.030], [2.666, -1.520, 0.260], [0.893, 0.610, 1.653]],
  "forces_ev_per_a": [[0.1, -0.6, 0.3], [-0.2, 0.5, -2.0], [-0.2, -0.3, 0.5], [-0.2, -1.1, 1.0], [0.0, 1.5, 0.0], [0.1, 0.0, 0.1], [0.0, -0.2, 0.0], [0.3, 0.2, 0.0], [-0.2, -0.1, -0.1], [0.2, 0.1, 0.2], [0.0, -0.1, 0.0], [0.2, 0.1, -0.4], [0.3, 1.1, -0.7], [-0.8, -1.2, 1.1], [-0.1, 0.0, 0.0], [0.0, 0.0, 0.1], [-0.1, 0.0, 0.2], [0.5, 0.0, -0.2]],
  "charge": 0,
  "e_above_lowest_kcal_mol": 35.4,
  "lumo_energy_ha": 0.00750,
  "smiles": "C=C(C)C=O.CC=O",
  "total_energy_ha": -385.04592,
  "homo_ha": -0.367
}


{
  "formula": "C6H10O2",
  "method": "ωB97M-V with the def2-TZVPD basis set",
  "symbols": ["C", "C", "C", "C", "C", "C", "H", "H", "H", "H", "H", "H", "H", "H", "H", "H", "O", "O"],
  "xyz": [[-2.452, -1.231, 0.390], [-1.726, 0.227, -0.126], [-0.519, 0.514, 0.520], [0.851, -0.001, 0.528], [2.794, 0.156, -0.434], [0.591, 1.083, -0.561], [-1.801, -1.951, 0.340], [-2.731, -1.153, 1.527], [-3.169, -1.537, -0.373], [-1.534, 0.125, -1.309], [-2.180, 1.230, 0.142], [-0.674, 0.655, 1.488], [1.486, 0.533, 1.169], [3.544, 0.475, 0.570], [3.743, -0.454, -1.185], [0.128, 0.748, -1.606], [1.741, -0.844, -0.201], [1.907, 1.423, -0.878]],
  "forces_ev_per_a": [[-2.3, 6.3, 1.2], [-2.9, -2.1, -3.1], [4.0, -0.8, -1.6], [0.3, -1.1, -4.2], [1.9, -1.7, 0.0], [-0.2, -1.4, -1.8], [4.3, -3.7, -0.2], [-0.2, -0.1, -2.4], [-0.8, 0.5, 0.7], [-0.9, 0.2, 2.7], [-1.1, -1.5, -0.9], [-0.8, 2.2, 4.2], [0.1, 0.6, 1.8], [-2.8, -0.7, -2.6], [-3.5, 2.4, 1.6], [0.7, 0.2, 2.5], [2.1, 0.8, 0.7], [2.0, -0.1, 1.2]],
  "charge": 0,
  "e_above_lowest_kcal_mol": 222.9,
  "lumo_energy_ha": 0.03255,
  "total_energy_ha": -384.74712,
  "homo_ha": -0.307
}


{
  "formula": "C6H10O2",
  "method": "ωB97M-V with the def2-TZVPD basis set",
  "symbols": ["C", "C", "C", "C", "C", "C", "O", "O", "H", "H", "H", "H", "H", "H", "H", "H", "H", "H"],
  "xyz": [[1.404, 0.711, 1.067], [0.919, -0.260, 0.306], [0.647, -1.575, 1.015], [0.522, -0.267, -1.142], [-1.045, 0.024, -1.263], [-1.676, 0.843, -0.148], [-2.109, 0.352, 0.852], [-1.725, 2.161, -0.515], [1.631, 0.722, 2.139], [1.684, 1.677, 0.642], [-0.455, -1.813, 1.033], [1.332, -2.328, 0.466], [1.161, -1.628, 2.003], [0.722, -1.311, -1.423], [1.102, 0.436, -1.742], [-1.557, -0.915, -1.355], [-1.121, 0.540, -2.261], [-1.436, 2.631, 0.325]],
  "forces_ev_per_a": [[0.7, 1.7, -0.6], [-0.1, -0.7, 1.9], [1.4, -1.1, -0.5], [-0.6, 0.2, 1.2], [1.0, 0.3, -1.8], [0.3, -1.0, -1.7], [0.1, 0.7, 0.3], [1.1, 0.5, 2.4], [-0.3, -0.8, -0.4], [-0.2, -0.1, -0.3], [1.3, -0.2, 0.0], [-1.7, 0.5, 0.4], [-1.1, 0.4, -0.3], [-0.2, 0.5, -0.6], [-0.1, -0.1, 0.1], [-0.3, -0.4, 0.2], [-0.4, -0.3, 1.1], [-1.0, -0.2, -1.3]],
  "charge": 0,
  "e_above_lowest_kcal_mol": 23.1,
  "lumo_energy_ha": 0.02901,
  "smiles": "C=C(C)CCC(=O)O",
  "total_energy_ha": -385.06560,
  "homo_ha": -0.351
}


{
  "formula": "C6H10O2S",
  "method": "ωB97M-V with the def2-TZVPD basis set",
  "symbols": ["C", "C", "C", "O", "S", "O", "C", "C", "C", "H", "H", "H", "H", "H", "H", "H", "H", "H", "H"],
  "xyz": [[-1.472, -2.060, -2.040], [-1.729, -0.724, -2.142], [-2.115, 0.476, -1.802], [-2.629, 0.593, -0.354], [-2.279, -0.759, 0.603], [-0.554, -0.839, 0.400], [0.254, 0.178, 1.180], [1.740, 0.081, 0.902], [2.434, 1.400, 1.251], [-2.196, -2.894, -2.225], [-0.615, -2.461, -1.763], [-2.137, 1.447, -2.326], [-0.130, -0.138, 2.220], [-0.120, 1.186, 0.818], [2.162, -0.780, 1.468], [1.710, 0.118, -0.163], [1.953, 2.054, 0.648], [2.258, 1.748, 2.294], [3.465, 1.376, 1.032]],
  "forces_ev_per_a": [[-4.9, 3.4, -1.7], [0.2, -2.7, -0.1], [-0.7, -0.6, 1.7], [1.3, -0.9, -1.2], [2.3, 1.5, -0.9], [-1.0, 0.5, 0.5], [-2.9, -0.6, 1.0], [-0.8, -0.1, 1.5], [-0.6, -1.7, 2.7], [0.1, 1.4, -0.2], [4.3, -1.1, 1.3], [0.0, -0.9, 0.5], [1.2, 1.4, -1.1], [0.3, -1.0, 0.8], [-0.1, 0.3, -1.1], [0.8, -1.2, -1.0], [-1.1, 2.7, -1.9], [0.3, -0.4, -0.5], [1.2, 0.0, -0.2]],
  "charge": 0,
  "e_above_lowest_kcal_mol": 101.0,
  "lumo_energy_ha": 0.01862,
  "smiles": "C=C=COSOCCC",
  "total_energy_ha": -783.09547,
  "homo_ha": -0.317
}


{
  "formula": "C6H10O5PS",
  "method": "ωB97M-V with the def2-TZVPD basis set",
  "symbols": ["C", "C", "C", "C", "C", "C", "O", "O", "O", "O", "O", "P", "S", "H", "H", "H", "H", "H", "H", "H", "H", "H", "H"],
  "xyz": [[1.365, 0.588, 2.206], [1.155, -1.418, -2.234], [0.427, -0.187, -2.703], [-0.635, 0.343, -1.692], [-1.033, 0.746, 0.601], [-0.519, 0.220, 1.869], [1.804, -0.595, 2.183], [1.826, 1.665, 2.261], [-0.302, -1.831, 3.295], [-1.477, 0.314, 2.863], [0.015, 0.639, -0.417], [0.096, -1.576, 1.909], [-1.692, 2.499, 0.797], [1.780, -1.196, -1.328], [0.363, -2.079, -1.705], [1.894, -1.841, -2.942], [-0.256, -0.514, -3.513], [1.205, 0.640, -2.793], [-1.009, 1.259, -2.042], [-1.505, -0.371, -1.637], [-1.806, 0.089, 0.182], [-1.093, -0.321, 3.450], [-0.602, 2.924, 1.391]],
  "forces_ev_per_a": [[-4.7, -0.7, -1.1], [-0.1, -0.7, 2.9], [-0.4, 0.9, 1.1], [1.9, -1.2, 0.6], [1.0, 0.5, -1.5], [2.7, -0.3, 0.2], [0.1, -1.3, -0.2], [1.4, 1.8, 0.4], [-0.7, -1.4, 2.9], [-0.2, 1.9, -0.9], [-2.0, -0.6, -0.1], [1.6, 1.0, -2.4], [-0.5, -1.0, -0.8], [-0.4, 0.2, -0.7], [1.4, 0.1, -1.5], [-1.1, -0.2, 0.1], [1.0, 0.9, -0.6], [-1.3, -0.8, -0.9], [-0.7, 1.3, -0.7], [0.9, 0.3, 0.4], [-0.6, 0.6, 0.7], [0.0, -1.4, 1.7], [0.7, 0.2, 0.4]],
  "charge": -1,
  "e_above_lowest_kcal_mol": 0.0,
  "lumo_energy_ha": 0.11334,
  "total_energy_ha": -1350.39181,
  "homo_ha": -0.134
}


{
  "formula": "C6H10OS",
  "method": "ωB97M-V with the def2-TZVPD basis set",
  "symbols": ["C", "C", "C", "C", "S", "C", "C", "O", "H", "H", "H", "H", "H", "H", "H", "H", "H", "H"],
  "xyz": [[-1.901, -1.348, -0.716], [-0.733, -0.424, -0.900], [-0.131, 0.408, -0.063], [-0.443, 0.664, 1.365], [0.763, -0.226, 2.440], [1.057, 1.031, -0.784], [0.822, 0.552, -2.221], [-0.193, -0.459, -2.156], [-2.275, -1.289, 0.329], [-2.695, -1.103, -1.385], [-1.595, -2.395, -0.935], [-1.457, 0.318, 1.603], [-0.379, 1.729, 1.593], [0.477, 0.395, 3.555], [1.076, 2.129, -0.717], [2.011, 0.716, -0.369], [0.463, 1.372, -2.858], [1.686, 0.107, -2.686]],
  "forces_ev_per_a": [[0.9, -0.5, 1.1], [-0.7, -0.5, -0.2], [0.6, 0.4, 0.0], [-0.3, -0.2, 0.2], [0.1, -0.4, -0.9], [-0.2, 0.4, 0.1], [-0.1, 0.4, 0.0], [-0.2, -0.1, 0.0], [0.3, -0.1, -0.7], [-0.6, 0.3, -0.5], [-0.1, 0.6, 0.2], [0.3, 0.1, 0.0], [0.0, -0.1, 0.0], [-0.2, 0.5, 0.8], [-0.2, -0.2, 0.0], [0.1, -0.3, 0.1], [0.0, -0.2, 0.1], [0.4, -0.1, -0.1]],
  "charge": 0,
  "e_above_lowest_kcal_mol": 17.5,
  "lumo_energy_ha": 0.03189,
  "smiles": "CC1=C(CS)CCO1",
  "total_energy_ha": -708.02247,
  "homo_ha": -0.302
}


{
  "formula": "C6H10OS",
  "method": "ωB97M-V with the def2-TZVPD basis set",
  "symbols": ["C", "C", "C", "C", "C", "C", "H", "H", "H", "H", "H", "H", "H", "H", "H", "H", "O", "S"],
  "xyz": [[2.065, 0.791, -0.012], [0.779, -0.004, -0.044], [-0.047, -0.162, 1.231], [-1.339, -1.037, 0.792], [-1.033, -1.055, -0.740], [-0.405, 0.363, -0.992], [2.898, 0.249, 0.501], [2.473, 0.719, -1.101], [1.954, 1.757, 0.323], [-0.368, 0.898, 1.557], [0.507, -0.683, 1.999], [-2.282, -0.563, 1.089], [-1.443, -2.057, 1.209], [-1.827, -1.458, -1.330], [-0.110, 0.357, -2.061], [-1.038, 2.239, -0.884], [-1.436, 1.363, -0.775], [0.652, -1.717, -0.761]],
  "forces_ev_per_a": [[1.6, -3.9, -3.1], [-1.8, 0.1, 0.3], [-1.3, 0.5, 1.0], [0.9, 0.8, -0.2], [0.3, 1.2, 1.8], [-1.9, -1.2, -1.8], [-0.9, 0.5, 0.2], [-0.7, 0.8, 1.6], [-0.2, 2.2, 0.7], [0.4, -1.7, -0.1], [0.2, 0.2, 0.4], [0.2, 0.4, -0.4], [0.7, 0.5, -0.2], [-0.1, -0.2, -0.8], [0.2, 0.4, 0.5], [-0.2, -0.2, 0.0], [1.6, -0.1, 0.4], [0.9, -0.2, -0.4]],
  "charge": 0,
  "e_above_lowest_kcal_mol": 34.0,
  "lumo_energy_ha": 0.02619,
  "total_energy_ha": -707.99603,
  "homo_ha": -0.318
}


{
  "formula": "C6H10OS",
  "method": "ωB97M-V with the def2-TZVPD basis set",
  "symbols": ["C", "C", "S", "C", "C", "C", "C", "O", "H", "H", "H", "H", "H", "H", "H", "H", "H", "H"],
  "xyz": [[1.091, -1.321, 0.963], [0.708, -0.116, 0.027], [2.296, 0.705, -0.544], [-0.099, -0.688, -1.057], [-1.550, -0.297, -0.916], [-1.668, 0.354, 0.308], [-0.271, 0.914, 0.626], [-0.234, 2.256, 0.079], [1.665, -1.962, 0.185], [0.190, -1.825, 1.245], [1.983, -1.137, 1.824], [1.991, 2.155, -0.018], [0.121, -0.444, -2.081], [-0.189, -1.897, -1.087], [-2.526, -0.589, -1.440], [-2.496, 0.754, 0.782], [-0.166, 0.950, 1.717], [-0.848, 2.188, -0.614]],
  "forces_ev_per_a": [[4.0, 0.6, -0.7], [1.2, 0.9, 1.4], [-1.2, 2.7, 1.3], [-2.6, -4.0, -3.7], [-2.3, 0.9, 4.0], [2.8, -0.7, -3.8], [-1.1, -0.1, 1.6], [1.3, -1.0, 2.0], [-1.0, 0.5, 1.6], [-0.3, -0.4, 0.7], [-3.1, -0.1, -2.1], [0.5, -3.3, -1.2], [1.1, 0.2, -0.4], [0.8, 2.5, 0.2], [2.1, 0.0, 0.3], [-1.7, 0.5, 0.7], [0.5, 0.5, -0.2], [-1.2, 0.3, -1.7]],
  "charge": 0,
  "e_above_lowest_kcal_mol": 72.3,
  "lumo_energy_ha": 0.02847,
  "smiles": "C[C@@]1(S)CC=C[C@@H]1O",
  "total_energy_ha": -707.93513,
  "homo_ha": -0.327
}


{
  "formula": "C6H10OS",
  "method": "ωB97M-V with the def2-TZVPD basis set",
  "symbols": ["C", "C", "C", "C", "C", "C", "O", "S", "H", "H", "H", "H", "H", "H", "H", "H", "H", "H"],
  "xyz": [[-0.974, -0.666, 1.815], [0.266, 0.099, 1.488], [-1.335, -0.636, 0.297], [0.085, 1.235, -0.896], [1.229, 0.582, -1.799], [-0.024, 0.041, 0.001], [1.165, -2.054, -1.763], [1.535, -0.935, -0.881], [-0.973, -1.729, 2.281], [-1.613, -0.107, 2.624], [0.494, 1.100, 1.820], [1.284, -0.360, 1.706], [-1.459, -1.624, -0.156], [-2.242, 0.058, 0.198], [0.267, 2.172, -0.380], [-0.811, 1.444, -1.488], [0.859, 0.465, -2.812], [2.246, 0.914, -2.057]],
  "forces_ev_per_a": [[-2.1, -1.1, 2.8], [3.8, -0.2, 0.0], [-1.9, 0.3, 0.9], [1.4, -0.3, -1.2], [0.6, 1.4, -0.8], [0.9, -1.0, 0.3], [0.0, -0.8, -0.1], [-2.7, 1.0, 0.2], [0.8, 1.7, -0.9], [0.6, -0.8, -2.0], [-0.9, 0.6, 0.6], [-1.2, 0.0, 0.0], [-0.4, 0.3, -0.1], [1.2, -1.1, -0.6], [0.6, 0.0, 0.2], [0.1, -0.4, -0.1], [-0.4, -0.9, 0.0], [-0.4, 1.3, 0.7]],
  "charge": 0,
  "e_above_lowest_kcal_mol": 81.9,
  "lumo_energy_ha": 0.02783,
  "total_energy_ha": -707.91977,
  "homo_ha": -0.321
}


{
  "formula": "C6H10OS",
  "method": "ωB97M-V with the def2-TZVPD basis set",
  "symbols": ["C", "C", "O", "C", "C", "C", "S", "C", "H", "H", "H", "H", "H", "H", "H", "H", "H", "H"],
  "xyz": [[1.816, -1.043, -0.944], [1.601, -0.857, 0.349], [0.717, 0.009, 0.963], [0.239, 1.113, 0.236], [0.975, 1.974, -0.438], [-1.265, 1.242, 0.510], [-2.277, 0.142, -0.553], [-1.895, -1.456, 0.206], [2.532, -1.810, -1.207], [1.429, -0.361, -1.692], [2.142, -1.364, 1.136], [2.033, 1.769, -0.656], [0.453, 2.807, -0.905], [-1.524, 2.286, 0.316], [-1.428, 1.080, 1.572], [-0.932, -1.890, -0.095], [-1.957, -1.449, 1.303], [-2.659, -2.192, -0.102]],
  "forces_ev_per_a": [[0.3, 0.3, 0.2], [-0.1, 0.4, 0.6], [0.4, 0.4, -1.2], [-1.3, -0.6, 1.3], [0.4, -0.3, -0.6], [1.2, 0.4, -0.6], [0.3, 0.1, 0.7], [-0.2, -1.0, 0.2], [-0.1, 0.1, -0.1], [-0.2, -0.4, 0.0], [-0.1, -0.5, -0.1], [-0.6, 0.4, 0.2], [0.4, -0.1, 0.1], [-0.3, -0.2, -0.2], [-0.2, -0.3, 0.0], [-0.2, 0.4, 0.1], [0.1, 0.4, -0.3], [0.1, 0.5, -0.1]],
  "charge": 0,
  "e_above_lowest_kcal_mol": 46.2,
  "lumo_energy_ha": 0.03249,
  "smiles": "C=COC(=C)CSC",
  "total_energy_ha": -707.97669,
  "homo_ha": -0.315
}


Question: Number 7 is which compound?
Answer: C6H10OS